# C38H98N6O15

A 8-piece molecular cluster, C38H98N6O15 overall in a non-equilibrium geometry (wB97M-V/def2-TZVPD, the Open Molecules 2025 dataset).

## Properties
Highest occupied orbital energy   -0.30814 Ha
SMILES string   COC[C@H](C)N.COCCNCCOC.COCCNCCOC.COCCNCCOC.COCCNCCOC.COCCNCCOC.OCCO.OCCO
Energy relative to the best compared isomer or geometry (same formula, charge and spin)   4.564 eV
Energy   -2963.2236 hartree
Orbital gap   8.59 eV

Each line ends with the Löwdin charge.
Atoms and positions in Å:
1 C 18.238300 -0.520290 -18.431140  -0.107
2 O 18.659410 -1.415480 -19.424540  -0.207
3 C 19.891180 -2.127100 -19.261370  -0.218
4 C 20.389070 -3.043360 -20.336000  -0.183
5 N 19.464380 -4.202360 -20.597800  -0.042
6 C 19.883510 -5.281320 -19.746400  -0.241
7 C 18.847830 -6.395220 -20.004760  -0.214
8 O 17.495460 -5.905430 -20.032810  -0.170
9 C 16.649700 -6.826010 -20.694530  -0.133
10 H 19.072550 0.141670 -18.198880  0.076
11 H 17.741110 -1.070690 -17.632410  0.095
12 H 17.405940 0.004230 -18.900340  0.084
13 H 19.779950 -2.755790 -18.377920  0.117
14 H 20.630020 -1.369970 -18.998770  0.093
15 H 21.458330 -3.237690 -20.252210  0.124
16 H 20.355050 -2.459940 -21.256100  0.110
17 H 18.566590 -3.808800 -20.354530  0.100
18 H 19.775250 -5.067280 -18.683120  0.105
19 H 20.921620 -5.528130 -19.968910  0.124
20 H 19.018330 -7.209930 -19.301000  0.120
21 H 19.197750 -6.577120 -21.020920  0.114
22 H 16.417660 -7.717840 -20.112380  0.081
23 H 16.892150 -7.085710 -21.725000  0.087
24 H 15.619080 -6.503870 -20.843330  0.079
25 C 15.488710 2.920480 -18.262570  -0.106
26 O 16.496480 3.733140 -17.630630  -0.177
27 C 17.320950 2.957840 -16.724990  -0.204
28 C 18.592030 3.722490 -16.312790  -0.178
29 N 19.148120 3.238970 -15.018570  -0.043
30 C 19.361540 1.792800 -14.871570  -0.244
31 C 20.195530 1.370500 -13.780740  -0.222
32 O 20.506860 -0.072790 -13.797660  -0.198
33 C 21.346510 -0.388480 -12.669240  -0.104
34 H 15.749080 2.025630 -18.827860  0.070
35 H 14.951680 3.491260 -19.020140  0.083
36 H 14.812490 2.575400 -17.480420  0.081
37 H 17.807980 2.090500 -17.170660  0.095
38 H 16.718680 2.734820 -15.844300  0.124
39 H 18.448170 4.799970 -16.232550  0.125
40 H 19.349470 3.411820 -17.032430  0.101
41 H 19.987140 3.769340 -14.831920  0.074
42 H 19.749780 1.389410 -15.806790  0.108
43 H 18.433400 1.225860 -14.799180  0.123
44 H 19.954590 1.662900 -12.758710  0.132
45 H 21.072640 1.982920 -13.989840  0.104
46 H 22.032260 0.445970 -12.522520  0.078
47 H 21.916400 -1.298840 -12.855150  0.082
48 H 20.731400 -0.600050 -11.794610  0.084
49 C 30.370280 1.935750 -21.445660  -0.122
50 O 29.055580 2.432710 -21.376740  -0.179
51 C 28.596880 2.620390 -20.057540  -0.223
52 C 28.869870 1.517110 -19.049230  -0.213
53 N 27.901880 0.402440 -18.923510  -0.025
54 C 28.473780 -0.566170 -17.932950  -0.185
55 C 27.509260 -1.702270 -17.561500  -0.206
56 O 26.865480 -2.551930 -18.576120  -0.195
57 C 27.902490 -3.253360 -19.261750  -0.113
58 H 30.932350 2.647860 -20.841440  0.092
59 H 30.740430 2.105780 -22.456690  0.089
60 H 30.522650 0.899000 -21.145580  0.082
61 H 27.509100 2.688920 -20.069200  0.111
62 H 28.910690 3.603110 -19.705580  0.107
63 H 28.722800 2.013170 -18.089860  0.102
64 H 29.878980 1.136760 -19.207720  0.098
65 H 27.696030 0.070930 -19.855080  0.112
66 H 28.874350 -0.141470 -17.012480  0.110
67 H 29.284230 -1.113480 -18.414320  0.099
68 H 26.660890 -1.305050 -17.004190  0.083
69 H 27.895020 -2.366140 -16.787830  0.111
70 H 28.519560 -2.647710 -19.925470  0.082
71 H 27.261830 -3.902090 -19.859070  0.092
72 H 28.442270 -3.809120 -18.495030  0.089
73 C 30.191650 4.161120 -15.576520  -0.122
74 O 29.024510 4.201450 -16.296500  -0.187
75 C 28.760390 5.320600 -17.001320  -0.227
76 C 27.158790 5.626220 -17.371030  -0.116
77 N 26.656030 4.427050 -18.076030  -0.071
78 C 25.296690 4.587680 -18.597320  -0.193
79 C 25.264210 5.628440 -19.732390  -0.181
80 O 23.943330 5.619340 -20.355820  -0.202
81 C 23.731640 6.736110 -21.259480  -0.102
82 H 30.168850 4.748750 -14.658770  0.091
83 H 31.079750 4.451860 -16.137630  0.094
84 H 30.413360 3.176650 -15.164500  0.085
85 H 29.318400 5.308890 -17.937580  0.105
86 H 29.125550 6.264990 -16.597740  0.110
87 H 26.869620 6.500160 -17.954740  0.098
88 H 26.683890 5.772000 -16.400820  0.094
89 H 26.708510 3.569780 -17.544580  0.082
90 H 24.633840 4.680970 -17.737070  0.081
91 H 25.117410 3.610030 -19.044720  0.119
92 H 26.077630 5.346900 -20.401110  0.128
93 H 25.346070 6.629210 -19.308290  0.102
94 H 24.485430 6.684290 -22.045110  0.085
95 H 23.945920 7.703870 -20.806020  0.067
96 H 22.714940 6.997970 -21.552500  0.086
97 C 23.504500 4.102260 -14.473230  -0.099
98 O 22.225210 4.422530 -14.951740  -0.184
99 C 22.265370 4.923490 -16.263440  -0.210
100 C 22.819460 6.335470 -16.579050  -0.248
101 N 21.921430 7.309810 -16.168060  -0.049
102 C 22.097320 7.663070 -14.718890  -0.173
103 C 21.485790 9.015950 -14.486730  -0.188
104 O 22.347130 10.217110 -14.336100  -0.204
105 C 21.724240 11.455110 -14.283580  -0.152
106 H 23.384710 3.104520 -14.050990  0.076
107 H 23.985130 4.845970 -13.837630  0.094
108 H 24.224850 3.885730 -15.262100  0.077
109 H 21.309250 4.822750 -16.777040  0.116
110 H 22.815850 4.247410 -16.917650  0.089
111 H 22.955170 6.462160 -17.653120  0.123
112 H 23.774560 6.528980 -16.090750  0.112
113 H 22.231040 8.123480 -16.680100  0.109
114 H 23.075780 7.816470 -14.263720  0.124
115 H 21.557550 6.967870 -14.075890  0.119
116 H 20.847040 9.065320 -13.604880  0.116
117 H 20.750110 9.260050 -15.253090  0.114
118 H 21.672740 11.842890 -13.266190  0.085
119 H 20.661890 11.419080 -14.524840  0.076
120 H 22.150190 12.099480 -15.052630  0.088
121 C 31.157020 -0.928870 -13.270570  -0.246
122 C 29.772940 -1.439570 -13.696900  -0.245
123 O 28.754720 -1.037090 -12.796540  -0.070
124 O 32.143330 -1.092100 -14.272700  -0.065
125 H 31.537600 -1.310560 -12.323160  0.120
126 H 31.058170 0.156060 -13.235250  0.120
127 H 29.711630 -2.469650 -14.048010  0.122
128 H 29.522740 -0.792620 -14.537710  0.096
129 H 28.161730 -1.717820 -12.470090  0.086
130 H 32.314800 -2.030450 -14.380820  0.082
131 C 20.867810 1.213630 -21.634950  -0.162
132 C 21.939460 1.011520 -20.498420  -0.285
133 O 22.398280 -0.263640 -20.390020  -0.091
134 O 19.567840 1.338590 -20.966160  -0.085
135 H 20.942970 0.432230 -22.391170  0.111
136 H 21.146160 2.098070 -22.208000  0.105
137 H 21.590720 1.337570 -19.518530  0.104
138 H 22.806570 1.619800 -20.755760  0.107
139 H 23.069940 -0.224780 -19.705210  0.022
140 H 19.418750 0.500130 -20.523040  0.035
141 C 22.393620 -0.185640 -16.649010  -0.025
142 C 23.577260 0.735030 -17.016150  -0.384
143 C 24.642470 0.629470 -15.934330  -0.161
144 O 25.772350 1.469910 -16.343650  -0.203
145 C 26.737850 1.514880 -15.329570  -0.119
146 N 24.106180 0.052370 -18.165670  0.036
147 H 21.581040 0.168180 -17.283550  0.064
148 H 22.210500 -0.113940 -15.576900  0.063
149 H 22.629560 -1.229270 -16.857030  0.090
150 H 23.267870 1.708710 -17.396050  0.137
151 H 25.035540 -0.384910 -15.866200  0.119
152 H 24.230400 0.917270 -14.967130  0.112
153 H 27.175500 0.524040 -15.207930  0.076
154 H 26.413900 1.913900 -14.368360  0.090
155 H 27.519810 2.238310 -15.560420  0.073
156 H 24.210610 -0.927390 -17.943670  0.080
157 H 25.088580 0.268270 -18.257170  0.069

Forces on the atoms, in the same order (eV/Å):
-0.4 -0.7 -0.8
0.1 -1.2 -2.3
0.3 0.6 2.7
-1.8 1.2 -2.5
2.4 1.7 0.3
-2.7 -0.1 1.2
1.3 0.6 -1.0
0.5 -0.6 -0.1
-1.3 -0.4 -0.1
-0.2 0.2 0.7
0.7 0.1 0.8
0.3 0.5 0.0
-0.1 -0.1 0.5
0.5 -0.1 -0.2
-0.2 -0.6 0.5
0.1 0.2 -0.3
-0.4 -0.6 0.1
0.5 0.5 0.5
-0.2 -0.5 -0.1
-0.4 -0.3 -0.2
-0.8 -1.2 -0.3
0.9 -0.5 0.2
1.0 -0.1 0.1
0.1 1.3 0.4
-0.3 0.3 0.5
0.8 -1.4 -0.6
0.2 1.2 0.1
0.4 -1.0 0.8
-1.0 0.0 0.9
-2.7 -0.1 -2.4
2.8 -0.7 1.5
0.0 1.4 0.2
-0.6 0.1 -0.8
1.2 -0.1 0.2
0.0 0.5 0.4
-0.4 0.0 0.0
-1.1 -0.6 -0.4
0.0 -0.4 0.1
0.1 -0.1 -0.2
0.1 0.8 -0.8
0.2 -0.2 0.1
0.7 -0.2 -0.3
-0.7 0.5 0.1
-0.9 0.0 0.0
1.2 -0.4 0.4
0.1 -0.1 0.4
0.0 0.1 -0.4
0.0 0.4 0.2
0.3 1.6 -0.2
-0.6 -1.1 -0.5
-1.2 -0.3 0.1
-0.4 0.3 0.7
0.6 0.8 0.8
-1.0 -1.8 -2.4
-2.3 0.0 0.8
2.1 2.2 0.8
-2.0 -0.6 0.0
0.8 -0.5 0.4
-0.3 -0.3 -0.1
-0.1 0.0 0.0
-0.1 0.2 -0.5
0.5 -0.1 0.3
0.9 0.2 0.2
0.3 0.0 0.5
0.1 -1.0 0.2
-0.3 0.5 -0.2
0.8 0.2 0.0
-0.3 0.5 -0.3
0.9 -0.2 -0.2
0.1 0.1 0.2
0.8 -0.5 -0.3
0.5 -0.2 -0.4
1.5 0.0 1.2
-1.6 -1.9 0.8
-1.6 3.6 -2.8
1.7 -3.0 1.2
0.3 1.4 -0.5
0.8 -1.1 -0.2
-1.9 0.0 0.8
0.0 0.5 -0.3
1.4 0.4 1.0
-0.2 0.7 0.0
0.0 0.2 -0.3
-0.5 -0.4 -0.6
-0.1 -0.3 -0.6
0.1 0.0 1.0
1.1 0.1 -0.1
-0.3 0.0 0.4
0.1 0.1 0.3
-0.6 0.7 -0.4
-0.6 0.0 -0.2
0.0 0.3 -0.3
0.6 0.2 -0.2
-0.5 -0.2 -0.6
0.6 0.1 0.9
-0.2 -1.5 -0.3
0.4 -1.2 -0.3
-0.1 1.0 -0.4
0.5 -0.1 -2.3
0.6 -2.3 0.4
-0.4 2.5 2.0
-0.9 1.2 -0.2
-1.9 2.8 0.7
0.9 -2.5 -0.6
-1.3 -0.1 -0.2
0.2 0.2 1.0
-0.4 0.0 0.4
0.0 0.3 -0.6
-0.6 0.4 0.8
0.7 -0.5 0.3
0.1 -0.6 -0.2
0.7 -0.5 -0.1
-0.5 0.6 0.1
0.9 -0.7 -0.7
0.1 -0.2 -0.3
0.1 -0.5 0.5
0.1 -0.1 -0.6
0.7 0.4 0.1
-0.3 -0.4 -0.4
0.3 0.3 0.5
-0.1 0.3 -0.1
-0.4 1.1 -0.7
-0.1 0.1 0.9
-0.1 -0.4 -0.4
-0.3 -0.1 0.2
-0.1 0.0 0.6
0.1 -0.2 0.4
0.4 -0.4 -0.8
0.4 -0.3 -0.2
0.1 -0.1 -0.1
0.3 -0.1 2.2
0.0 1.6 -1.5
-0.3 -2.4 -0.7
0.9 0.3 -1.5
-0.3 -0.6 0.3
-0.7 0.5 0.5
-0.6 0.5 -0.1
0.1 0.7 0.0
0.7 -0.2 0.6
-0.1 -0.4 0.0
0.2 1.3 0.6
0.1 -2.6 0.2
0.5 1.9 -0.6
-1.3 -0.1 0.8
0.8 0.3 0.1
1.5 -0.5 -1.7
-0.5 -0.5 0.4
-0.7 0.1 -0.1
0.0 0.1 -0.1
0.1 0.4 0.9
-0.3 -0.3 0.0
0.3 0.3 0.3
0.2 -0.1 0.3
-0.8 -0.4 0.2
0.1 -0.2 -0.7
-0.4 -0.5 0.1
0.4 0.8 -0.6

***

# C9H38O10

A 10-piece molecular cluster, C9H38O10 overall in a non-equilibrium geometry (wB97M-V/def2-TZVPD, the Open Molecules 2025 dataset).

## Properties
Highest occupied orbital energy   -0.35888 Ha
SMILES string   CO.CO.CO.CO.CO.CO.CO.CO.CO.O
Energy relative to the best compared isomer or geometry (same formula, charge and spin)   5.006 eV
Energy   -1117.9438 hartree
Orbital gap   10.29 eV

Each line ends with the Löwdin charge.
Atoms and positions in Å:
1 C -13.338699 -9.875908 -2.164690  -0.129
2 O -12.283625 -10.816998 -2.122745  -0.164
3 H -14.195761 -10.564902 -2.429467  0.110
4 H -13.496443 -9.292929 -1.277722  0.064
5 H -13.118426 -9.174463 -2.960392  0.068
6 H -11.409932 -10.426546 -1.901064  0.044
7 C -9.811265 -8.952930 -4.734057  -0.064
8 O -10.473252 -8.039129 -3.807879  -0.144
9 H -9.010254 -8.454381 -5.208320  0.072
10 H -9.543177 -9.824544 -4.251241  0.057
11 H -10.559636 -9.242496 -5.458710  0.089
12 H -10.171609 -8.381051 -2.937757  0.061
13 C -10.927761 -5.144095 -5.471946  -0.133
14 O -10.952872 -5.455404 -4.091051  -0.191
15 H -9.911259 -5.136728 -5.805627  0.074
16 H -11.530606 -5.830094 -6.073975  0.094
17 H -11.212168 -4.101319 -5.679473  0.102
18 H -10.583220 -6.413127 -3.972839  0.090
19 C -11.730525 -10.153069 3.468612  -0.108
20 O -11.406691 -10.163291 2.064462  -0.189
21 H -12.742211 -10.610464 3.616924  0.100
22 H -10.911621 -10.610201 4.026035  0.074
23 H -11.680611 -9.099553 3.758327  0.076
24 H -11.470808 -11.022992 1.550070  0.076
25 C -8.921387 -4.424834 -1.766219  -0.181
26 O -9.598023 -3.633491 -2.711096  -0.134
27 H -9.111350 -4.191179 -0.701523  0.079
28 H -9.147394 -5.487687 -1.784361  0.066
29 H -7.863319 -4.397084 -1.828830  0.057
30 H -10.013009 -4.272963 -3.350539  0.039
31 C -8.851167 -9.468624 -0.613720  -0.087
32 O -10.130545 -9.385301 -1.295644  -0.212
33 H -8.987204 -10.061174 0.274028  0.064
34 H -8.201989 -10.088527 -1.209006  0.078
35 H -8.517573 -8.448729 -0.305456  0.102
36 H -10.749153 -8.910366 -0.625487  0.072
37 C -10.931762 -13.116809 -0.275296  -0.158
38 O -11.868609 -12.217013 0.229719  -0.158
39 H -11.395370 -13.728869 -1.041950  0.083
40 H -10.063832 -12.597001 -0.699556  0.073
41 H -10.518040 -13.724756 0.556628  0.093
42 H -12.293876 -11.736615 -0.533490  0.074
43 C -14.261929 -5.879486 -3.113523  -0.152
44 O -13.682926 -5.863515 -4.425881  -0.130
45 H -14.292022 -4.859805 -2.684430  0.081
46 H -15.348148 -6.064604 -3.192740  0.076
47 H -13.848911 -6.633342 -2.424026  0.065
48 H -12.761589 -5.666980 -4.274332  -0.005
49 C -11.830093 -6.729922 0.931432  -0.157
50 O -11.620970 -7.975118 0.404129  -0.175
51 H -12.389963 -6.038538 0.206917  0.110
52 H -12.361455 -6.771918 1.874667  0.081
53 H -10.853221 -6.259715 1.038368  0.076
54 H -11.475551 -8.675385 1.136288  0.088
55 O -11.510909 -2.471428 -0.539135  -0.098
56 H -11.105108 -2.756004 -1.402411  0.023
57 H -11.127111 -1.575335 -0.528563  0.038

Forces on the atoms, in the same order (eV/Å):
-0.5 -1.2 -1.4
0.9 -0.6 0.8
0.4 1.4 0.4
-0.1 -0.1 0.8
-0.4 0.2 -0.4
-0.5 0.2 -0.2
-2.3 1.8 -0.4
1.1 -1.1 0.3
1.0 0.4 -0.5
0.9 -1.7 1.2
-0.1 0.1 -0.4
-0.6 0.5 0.0
0.3 0.5 -0.6
0.4 -1.2 0.2
0.8 -0.5 -0.5
0.0 0.1 0.1
-0.5 -0.4 0.5
-0.9 1.4 -0.2
0.0 -0.2 -1.1
0.2 -0.1 -0.5
1.0 0.4 0.3
-0.4 -0.5 0.2
-0.5 -0.1 0.0
-0.3 0.7 0.9
-0.3 -0.6 1.4
-0.1 -0.5 0.0
-0.4 0.6 -0.5
-0.5 -0.3 -0.6
1.3 0.4 -0.6
0.0 0.5 0.6
-1.2 0.3 0.3
-0.1 0.9 1.2
-0.1 -0.1 0.7
0.6 0.5 -0.6
0.2 -0.9 -0.6
0.9 -0.3 -1.4
1.0 -0.3 0.2
-0.9 1.0 0.2
0.2 -0.4 -0.1
-0.1 0.0 -0.2
-0.5 0.2 -0.5
0.6 -0.4 0.5
-1.2 0.7 -0.4
-1.0 -0.4 0.9
0.7 -0.4 0.2
0.5 -0.4 -0.3
0.2 0.4 -0.3
0.7 0.1 0.1
-0.1 2.6 -0.7
0.1 -3.3 0.4
0.5 -1.2 0.9
-0.1 0.1 0.2
0.0 0.4 0.5
-0.5 1.0 -1.0
1.1 0.5 -1.5
-0.5 -0.3 0.9
-0.4 -0.3 0.5